A structure of composition C39H38AsCl2FeN2O7PS2Si in a non-equilibrium geometry. Source: the Open Molecules 2025 dataset; level of theory: ωB97M-V/def2-TZVPD.

Structure (XYZ):
```
94
Properties=species:S:1:pos:R:3:forces:R:3:mulliken_charge:R:1
Fe -1.5819 2.6528 0.9184 -0.241 -0.619 0.205 0.4432
C -1.8644 6.1807 -0.4483 1.441 0.140 0.305 -1.0492
C -2.2498 5.0556 -1.3404 -0.114 0.592 -0.471 0.1936
C -2.6564 5.2841 -2.6603 -0.413 0.037 -0.408 -0.6376
C -3.1890 4.2100 -3.4012 0.814 -0.218 0.554 -0.7737
C -3.1199 2.9604 -2.8160 -0.006 -0.887 -1.016 -0.7599
C -2.5750 2.7794 -1.5175 -1.196 0.628 0.248 0.8315
N -2.2517 3.8692 -0.7846 0.646 -0.232 -0.424 0.9207
N -2.5239 1.6765 -0.7821 0.424 -1.774 -0.186 0.7724
Si -2.6010 0.0237 -1.3439 0.416 0.525 1.097 -0.5125
C -1.2718 -0.9894 -0.3839 -2.243 0.149 -0.606 -0.4400
C -4.2802 -0.7283 -0.9227 1.150 -1.434 -0.870 -0.7644
C -2.2798 -0.2521 -3.1558 -0.306 -0.286 -1.764 -1.1635
H -0.8973 5.9995 0.0849 -0.698 -0.356 -0.364 0.0462
H -2.6104 6.2832 0.3707 0.286 0.584 -0.841 0.1736
H -1.5984 6.9983 -1.1387 -0.820 0.490 0.805 0.3690
H -2.5870 6.2671 -3.1234 -0.094 -0.070 0.366 0.2942
H -3.5801 4.3361 -4.4261 0.240 -0.028 0.663 0.3549
H -3.3858 2.0432 -3.3644 -0.175 0.815 0.331 0.2247
H -1.4555 -2.0728 -0.4252 0.096 0.294 0.065 0.3887
H -1.3046 -0.6085 0.6153 -0.220 0.009 0.943 -0.2558
H -0.3126 -0.7385 -0.7128 1.627 0.187 -0.783 0.3783
H -4.6400 -0.3245 -0.0174 -0.526 0.490 1.200 -0.0018
H -4.0621 -1.8274 -0.7445 -0.604 1.031 -0.347 0.2572
H -5.0213 -0.5730 -1.7096 -0.010 -0.189 0.041 0.3025
H -2.7536 -1.2213 -3.4003 0.360 0.033 0.144 0.3612
H -1.2201 -0.3300 -3.3762 0.356 -0.280 0.261 0.2465
H -2.6138 0.3906 -4.0020 -0.177 -0.054 0.969 0.3952
Cl 1.0832 1.3083 -2.1062 -0.291 0.100 -0.040 -0.2292
C 1.3104 2.9928 -1.7574 0.546 0.475 1.545 0.5680
C 1.7293 3.8105 -2.7822 0.284 -0.032 -0.777 -0.4991
C 2.1442 5.0963 -2.5222 0.211 1.604 0.405 -0.4603
C 2.1522 5.5957 -1.2131 0.577 -0.383 0.124 -0.5069
C 1.7735 4.7736 -0.1781 -0.937 -0.905 0.568 0.1416
Cl 1.7993 5.3813 1.4995 0.152 -0.077 -1.051 -0.2125
C 1.2846 3.4584 -0.3884 -0.055 -0.463 -0.677 -0.2520
S 0.7674 2.4259 0.9321 0.336 0.100 -0.269 -0.3872
H 1.8398 3.4492 -3.8073 -0.311 -0.132 0.377 0.3847
H 2.4704 5.7772 -3.3206 -0.124 -0.521 0.235 0.2924
H 2.5947 6.5284 -0.8903 -0.177 0.334 -0.571 0.3870
O -5.0070 2.8261 0.6592 -2.033 1.913 1.727 -0.7277
As -4.4581 3.0873 2.3582 -0.316 -0.444 -0.614 1.0400
O -5.5216 4.0887 3.1179 0.728 -0.548 -0.445 -0.8151
O -2.8437 3.4808 2.1193 -0.637 0.331 0.692 -0.6174
C -4.7428 1.1745 2.8453 -1.078 0.450 -0.986 -0.2238
C -6.0747 0.7622 2.5712 1.517 -2.946 0.801 -0.5844
C -6.3985 -0.6202 2.6510 0.113 0.557 -0.603 -0.4859
C -5.4411 -1.5838 2.9396 -0.890 0.390 1.099 -0.8063
C -4.2201 -1.1065 3.3486 1.681 -0.801 -0.161 -0.1125
C -3.8009 0.1965 3.1735 -0.742 0.900 1.115 0.3043
S -2.1790 0.6809 3.7930 1.298 1.150 1.062 1.1551
O -2.4292 1.8032 4.7343 0.126 -1.763 -1.584 -0.7532
O -1.5269 -0.4862 4.3984 -1.017 0.001 0.118 -0.6917
O -1.4079 1.0180 2.5813 -0.475 0.469 -0.306 -0.3096
H -4.4307 2.2610 0.2073 1.843 -1.480 -1.182 0.2665
H -6.9042 1.3277 2.2872 -0.603 1.692 -0.316 0.3993
H -7.4148 -0.9588 2.4477 0.100 0.284 -0.054 0.3108
H -5.7331 -2.6284 3.1056 0.251 0.406 -0.274 0.3796
H -3.4732 -1.7354 3.8180 -0.016 -0.361 -0.199 0.4210
O 2.1464 -4.4642 -1.3084 -0.790 -0.084 -0.505 -0.8474
P 3.0903 -3.8224 -0.3768 1.522 -1.436 -0.071 1.2528
C 4.4051 -5.1025 -0.0242 0.323 -0.060 0.007 -0.0106
C 3.9961 -6.4492 -0.1001 -2.387 1.906 -1.234 -0.6467
C 4.8416 -7.4776 0.1234 -0.217 -1.022 0.399 -0.5857
C 6.1127 -7.2461 0.5800 1.295 -0.548 0.446 -0.2740
C 6.5651 -5.9561 0.6848 0.727 2.058 -0.254 -0.6575
C 5.7344 -4.8669 0.2989 -0.053 -0.360 0.474 0.1940
C 2.4284 -3.4136 1.1912 -3.785 1.767 -0.206 0.2337
C 3.1015 -3.0651 2.3309 0.784 0.477 1.312 0.1968
C 2.4149 -2.5029 3.4407 -0.522 -0.612 0.753 -0.9428
C 1.0305 -2.2826 3.3778 0.845 0.248 -0.105 -0.4099
C 0.3472 -2.4847 2.2015 0.489 -0.515 -1.550 -0.2972
C 0.9946 -3.0491 1.1019 1.400 -0.949 0.060 -0.5934
C 3.9379 -2.4099 -1.0978 0.923 -2.462 -1.619 0.6552
C 3.7574 -1.1346 -0.7179 -1.070 1.169 2.389 -0.3830
C 4.3974 -0.1168 -1.3931 0.887 1.551 -0.214 -0.3767
C 5.2296 -0.3866 -2.4660 -1.477 -0.795 -0.317 -0.7038
C 5.3655 -1.7226 -2.9011 0.574 0.481 -0.191 -0.4896
C 4.7553 -2.7470 -2.2424 -1.019 -0.576 1.671 -0.6225
H 2.9450 -6.5418 -0.4753 0.996 -0.452 0.496 0.3127
H 4.5187 -8.4962 0.0412 -0.295 -0.358 -0.174 0.3796
H 6.7402 -8.1141 0.8408 -0.178 0.633 -0.115 0.3244
H 7.5859 -5.6692 1.0146 -0.697 -0.630 -0.222 0.3137
H 6.0918 -3.8337 0.2759 0.169 -0.378 0.200 0.4135
H 4.1952 -3.2079 2.3300 -0.540 0.057 0.368 0.3311
H 2.8421 -2.3249 4.4571 0.261 -0.117 -1.282 0.2967
H 0.4223 -1.8666 4.1679 0.380 0.147 0.411 0.4720
H -0.6618 -2.1321 2.1129 -0.393 -0.121 0.054 0.3522
H 0.4558 -3.2969 0.1624 0.485 0.392 0.794 0.3333
H 3.1190 -0.9284 0.1939 0.713 -0.024 -1.240 0.3335
H 4.3160 0.9333 -1.0719 -0.341 -0.618 -0.132 0.4131
H 5.4847 0.4258 -3.1258 0.742 0.152 0.139 0.3490
H 5.9921 -1.9447 -3.7454 0.132 0.013 -0.374 0.3771
H 4.8470 -3.8317 -2.4961 0.043 1.193 -0.049 0.3356
```
Positions in Å, forces in eV/Å.

The calculation puts the energy relative to the best compared isomer or geometry (same formula, charge and spin) at 0.0 kcal per mole. The calculation puts the LUMO energy (alpha / beta) at 0.1303 / 0.1303 hartree. For the total energy, the calculation gives -7992.4665 hartree. The expectation value of S² is 6.012. Its total charge is -2. The HOMO energy (alpha / beta) comes out at -2.58 / -2.64 eV. As for the spin multiplicity: 5.



A structure of composition C4H12KO7 in a non-equilibrium geometry. Source: the Open Molecules 2025 dataset; level of theory: ωB97M-V/def2-TZVPD.

Structure (XYZ):
```
24
Properties=species:S:1:pos:R:3:forces:R:3:mulliken_charge:R:1
K -13.4425 7.4532 -11.4642 0.361 -0.478 0.510 0.8889
C -12.3403 6.2391 -8.4610 0.393 0.480 0.618 -0.3856
C -10.8101 6.5610 -8.1931 -0.600 0.660 0.150 0.4159
O -10.0203 6.2123 -9.0792 0.380 -0.584 -1.231 -0.7212
O -10.5262 7.1953 -7.1604 -0.597 -0.058 0.382 -0.7248
H -12.5382 5.9378 -9.4897 0.136 -0.409 0.034 -0.1026
H -12.9580 7.1011 -8.2092 0.045 0.454 -0.030 0.2265
H -12.7206 5.4928 -7.7635 0.137 -0.339 -0.249 0.3070
C -16.0239 6.0820 -9.2128 0.187 -0.988 0.752 -0.1061
C -16.4782 4.6789 -8.5993 -2.513 -1.036 0.803 0.3980
O -17.6232 4.5613 -8.0599 0.465 1.896 -0.526 -0.7599
O -15.7398 3.7031 -8.7088 2.036 0.143 -0.887 -0.6789
H -16.8363 6.8043 -9.2922 0.001 -0.137 -0.139 0.2843
H -15.5338 5.8188 -10.1502 -0.153 0.124 -0.454 -0.1398
H -15.2315 6.4572 -8.5652 -0.035 0.166 0.143 0.0362
O -12.7044 10.8307 -11.6998 0.346 -0.071 0.033 -0.5853
H -13.3139 10.8971 -12.4349 -0.208 -0.049 -0.257 0.3668
H -13.1581 10.2810 -11.0608 -0.017 0.194 0.374 0.2490
O -15.0864 9.5709 -12.9343 0.415 -0.273 0.056 -0.5959
H -15.6559 10.1650 -13.4231 -0.224 0.088 -0.236 0.2556
H -15.3761 9.6541 -12.0258 -0.411 0.144 0.282 0.3441
O -12.7409 4.6891 -11.9491 -0.164 0.721 0.080 -0.5906
H -12.0196 4.5284 -12.5575 0.394 -0.152 -0.044 0.3014
H -13.5194 4.7275 -12.5046 -0.373 -0.496 -0.163 0.3168
```
Positions in Å, forces in eV/Å.

The calculation puts the energy relative to the best compared isomer or geometry (same formula, charge and spin) at 64.4 kcal per mole. The calculation puts the LUMO energy at 0.0182 hartree. For the total energy, the calculation gives -1286.2586 hartree. Its total charge is -1. The HOMO energy comes out at -4.06 eV.



The molecule C5H10O in a non-equilibrium geometry. Source: the Open Molecules 2025 dataset; level of theory: ωB97M-V/def2-TZVPD.

Structure (XYZ):
```
16
Properties=species:S:1:pos:R:3:forces:R:3:mulliken_charge:R:1
C 1.1966 0.3977 -0.0253 -0.040 -0.108 0.295 -0.6740
C 0.8638 -1.0700 0.3980 -0.216 -0.091 0.929 -0.5938
C -0.6069 -0.9720 1.1322 0.688 0.333 -1.177 -0.4879
O -1.2862 -0.8178 -0.0885 -1.706 0.136 -0.074 -0.4136
C -1.2493 0.4871 -0.5695 -0.348 0.492 -0.246 -0.4654
C 0.1434 0.9798 -0.9904 -0.066 -0.255 0.097 -0.4806
H 2.1929 0.4795 -0.4877 -0.255 -0.262 0.195 0.3410
H 1.2320 0.9982 0.8888 0.026 0.086 -0.059 0.3109
H 0.8342 -1.6471 -0.5560 -0.547 -0.028 1.028 0.2827
H 1.6573 -1.4981 0.9990 0.275 0.129 0.281 0.3819
H -0.6262 -0.0551 1.7741 0.234 -0.138 -0.701 0.2959
H -1.3506 -1.5988 1.7152 2.116 -0.772 -0.466 0.2783
H -1.6484 1.1128 0.2401 -0.081 0.388 -0.300 0.3455
H -1.9425 0.4343 -1.4040 -0.083 0.634 -0.186 0.3092
H 0.1560 2.0831 -0.9915 0.032 -0.377 0.105 0.3042
H 0.3577 0.6847 -2.0276 -0.031 -0.167 0.280 0.2658
```
Positions in Å, forces in eV/Å.

The calculation puts the energy relative to the best compared isomer or geometry (same formula, charge and spin) at 41.4 kcal per mole. Its SMILES is C1CCOCC1. The calculation puts the LUMO energy at 0.0430 hartree. For the total energy, the calculation gives -271.6867 hartree. Its total charge is 0. The HOMO energy comes out at -9.07 eV.



- Among the records above, which one has the highest energy relative to the best compared isomer or geometry (same formula, charge and spin)?
  C4H12KO7



- Which formula does entry 1 have?
  C39H38AsCl2FeN2O7PS2Si